Below is a structure of composition C49H40ClF5GeMnN3O4, with properties calculated with ωB97M-V with the def2-TZVPD basis set.

2S+1	6
⟨S²⟩	8.7544
ΔE to the lowest compared entry with this formula, charge and spin	0.000	eV
Kohn-Sham gap (spin up / spin down)	6.7 / 6.8	eV
charge	-1

Element x y z (Å)
Mn -2.012 0.471 -1.055
Cl -2.779 -1.191 6.112
C -2.818 -1.089 4.363
C -2.867 -2.274 3.604
C -2.901 -2.210 2.243
C -2.887 -0.966 1.525
O -2.915 -0.968 0.262
C -2.843 0.226 2.333
C -2.877 1.552 1.800
N -2.922 1.892 0.557
C -3.025 3.247 0.213
C -3.402 4.272 1.050
C -3.462 5.605 0.599
C -3.171 5.927 -0.694
C -2.824 4.902 -1.604
C -2.543 5.147 -2.968
C -2.253 4.104 -3.796
C -2.238 2.800 -3.261
N -2.464 2.547 -2.001
C -2.758 3.566 -1.156
C -2.806 0.123 3.741
H -2.867 -3.230 4.113
H -2.916 -3.109 1.641
H -2.853 2.330 2.571
H -3.675 4.071 2.077
H -3.751 6.379 1.299
H -3.218 6.952 -1.043
H -2.574 6.166 -3.337
H -2.039 4.252 -4.846
H -2.024 1.946 -3.893
H -2.773 1.031 4.333
O 0.012 2.408 -0.332
C 0.206 1.428 0.407
O -0.334 0.287 0.256
C 1.189 1.596 1.557
C 1.066 0.605 2.709
Ge 1.765 -1.213 2.483
C 1.926 -1.920 4.309
C 3.108 -2.498 4.770
C 3.204 -2.999 6.062
C 2.112 -2.931 6.916
C 0.927 -2.358 6.474
C 0.838 -1.857 5.182
C 0.872 -2.575 1.419
C 0.858 -2.497 0.027
C 0.335 -3.527 -0.734
C -0.203 -4.649 -0.114
C -0.202 -4.737 1.268
C 0.340 -3.707 2.029
C 3.592 -1.061 1.766
C 4.153 -2.098 1.019
C 5.452 -2.013 0.535
C 6.215 -0.882 0.790
C 5.675 0.158 1.533
C 4.376 0.065 2.016
H 1.049 2.617 1.918
H 2.196 1.573 1.122
H 0.027 0.528 3.043
H 1.632 0.984 3.567
H 3.969 -2.555 4.112
H 4.132 -3.444 6.401
H 2.183 -3.324 7.922
H 0.066 -2.300 7.128
H -0.099 -1.418 4.855
H 1.240 -1.611 -0.467
H 0.317 -3.448 -1.812
H -0.629 -5.443 -0.714
H -0.624 -5.606 1.759
H 0.347 -3.793 3.110
H 3.559 -2.979 0.802
H 5.867 -2.829 -0.044
H 7.227 -0.811 0.410
H 6.265 1.044 1.736
H 3.972 0.885 2.599
F -1.388 -2.260 -2.841
C -2.482 -1.682 -3.399
C -3.001 -0.521 -2.865
C -4.128 -0.072 -3.518
F -4.773 1.048 -3.088
C -4.697 -0.684 -4.625
F -5.798 -0.186 -5.224
C -4.120 -1.834 -5.124
F -4.644 -2.453 -6.197
C -2.997 -2.345 -4.501
F -2.434 -3.474 -4.977
O -0.025 0.262 -2.698
C 0.549 0.468 -3.744
C 1.442 -0.564 -4.377
C 2.801 -0.352 -3.664
C 3.311 1.102 -3.569
C 2.504 2.054 -2.661
C 1.268 2.685 -3.327
N 0.665 1.739 -4.290
H 1.543 -0.407 -5.454
H 1.060 -1.565 -4.189
H 3.559 -0.953 -4.171
H 2.706 -0.746 -2.650
H 3.412 1.530 -4.575
H 4.327 1.044 -3.171
H 3.155 2.855 -2.304
H 2.178 1.507 -1.774
H 1.537 3.578 -3.893
H 0.543 2.948 -2.561
H 1.202 1.714 -5.144

=====

Below is an isolated molecule of C22H29N3O3, with properties calculated with ωB97M-V with the def2-TZVPD basis set.

2S+1	1
ΔE to the lowest compared entry with this formula, charge and spin	0.050	eV
Kohn-Sham gap	8.2	eV
structure (SMILES)	CCOCCCNC(=O)c1cn(CC(C)C)c(=O)c2c1c1ccccc1n2C

Element x y z (Å)
C 2.852 -1.886 -0.575
C 2.436 -2.203 -2.009
O 2.271 -1.080 -2.850
C 3.447 -0.399 -3.248
C 3.782 0.839 -2.406
C 2.666 1.888 -2.445
N 1.453 1.390 -1.839
C 1.162 1.635 -0.536
O 1.759 2.452 0.137
C 0.004 0.834 -0.040
C -1.133 0.737 -0.781
N -2.229 0.035 -0.387
C -3.428 0.056 -1.201
C -4.443 1.100 -0.711
C -5.733 0.964 -1.514
C -3.883 2.515 -0.826
C -2.298 -0.689 0.799
O -3.315 -1.316 1.083
C -1.095 -0.610 1.579
C 0.022 0.145 1.203
C 0.998 -0.034 2.231
C 2.291 0.445 2.444
C 2.963 0.041 3.575
C 2.374 -0.824 4.501
C 1.095 -1.303 4.324
C 0.407 -0.904 3.182
N -0.854 -1.235 2.774
C -1.755 -2.094 3.491
H 2.771 -2.787 0.027
H 3.882 -1.540 -0.529
H 2.204 -1.126 -0.147
H 1.452 -2.680 -2.008
H 3.160 -2.898 -2.460
H 3.264 -0.082 -4.281
H 4.299 -1.091 -3.247
H 3.957 0.558 -1.368
H 4.700 1.277 -2.802
H 2.452 2.172 -3.479
H 2.967 2.773 -1.880
H 1.088 0.549 -2.264
H -1.223 1.244 -1.731
H -3.883 -0.935 -1.131
H -3.150 0.256 -2.238
H -4.656 0.884 0.340
H -6.150 -0.034 -1.404
H -6.471 1.683 -1.166
H -5.547 1.147 -2.570
H -4.611 3.235 -0.461
H -3.659 2.754 -1.864
H -2.974 2.627 -0.239
H 2.737 1.135 1.747
H 3.964 0.402 3.759
H 2.934 -1.117 5.378
H 0.641 -1.964 5.047
H -1.961 -1.684 4.482
H -1.321 -3.090 3.604
H -2.684 -2.165 2.929

=====

Below is a cluster of 6 separate species, C27H64BF4N7O3 in total, with properties calculated with ωB97M-V with the def2-TZVPD basis set.

2S+1	1
ΔE to the lowest compared entry with this formula, charge and spin	1.190	eV
Kohn-Sham gap	10.1	eV
charge	+4

Element x y z (Å)
C 2.463 -3.216 -0.046
C 3.141 -4.305 -0.862
N 4.286 -3.809 -1.619
C 5.560 -3.571 -1.132
C 6.242 -2.933 -2.100
N 5.433 -2.892 -3.231
C 4.278 -3.462 -2.912
C 5.824 -2.357 -4.540
H 1.823 -3.562 0.765
H 1.882 -2.540 -0.680
H 3.124 -2.531 0.496
H 2.448 -4.795 -1.546
H 3.475 -5.142 -0.247
H 5.759 -3.783 -0.095
H 7.209 -2.465 -2.182
H 3.385 -3.438 -3.515
H 6.647 -2.974 -4.915
H 6.335 -1.413 -4.356
H 5.043 -2.406 -5.288
C -1.285 -2.780 -0.592
C -1.773 -1.590 -1.410
N -2.971 -1.867 -2.209
C -2.987 -2.314 -3.499
C -4.295 -2.470 -3.880
N -5.048 -2.021 -2.839
C -4.237 -1.642 -1.841
C -6.518 -1.980 -2.836
H -2.022 -3.299 0.011
H -0.444 -2.379 -0.026
H -0.888 -3.403 -1.396
H -1.041 -1.306 -2.171
H -1.919 -0.626 -0.917
H -2.081 -2.711 -3.928
H -4.792 -2.794 -4.780
H -4.577 -1.416 -0.845
H -6.868 -1.137 -3.428
H -6.938 -1.908 -1.838
H -6.870 -2.897 -3.301
C -1.271 4.143 1.112
N -2.263 3.617 0.108
C -2.884 4.749 -0.666
C -1.470 2.801 -0.889
C -3.308 2.748 0.751
C -4.086 3.313 1.936
O -3.176 3.361 3.041
H -0.555 4.808 0.633
H -0.742 3.278 1.512
H -1.762 4.700 1.904
H -2.068 5.415 -0.939
H -3.475 5.286 0.075
H -3.418 4.400 -1.542
H -2.185 2.557 -1.672
H -1.023 1.917 -0.433
H -0.630 3.379 -1.267
H -2.816 1.815 1.019
H -4.028 2.560 -0.050
H -4.983 2.755 2.218
H -4.464 4.333 1.792
H -3.675 3.482 3.858
C -3.643 -1.109 5.417
N -2.780 -0.909 4.180
C -2.390 -2.212 3.531
C -3.633 -0.176 3.210
C -1.615 0.004 4.531
C -0.387 -0.708 5.057
O -0.674 -1.558 6.169
H -3.185 -1.839 6.081
H -4.527 -1.613 5.029
H -3.822 -0.141 5.862
H -2.000 -1.981 2.546
H -3.290 -2.820 3.479
H -1.696 -2.648 4.244
H -3.127 -0.099 2.245
H -3.926 0.824 3.513
H -4.505 -0.777 2.945
H -2.020 0.698 5.264
H -1.331 0.550 3.635
H 0.443 -0.041 5.296
H -0.052 -1.412 4.285
H -0.109 -2.332 6.147
C 5.049 3.250 -0.984
N 3.761 2.684 -1.624
C 2.672 2.594 -0.586
C 3.443 3.693 -2.691
C 4.075 1.317 -2.221
C 4.237 0.173 -1.255
O 5.404 0.222 -0.462
H 4.807 4.263 -0.663
H 5.744 3.317 -1.812
H 5.226 2.686 -0.074
H 2.713 3.509 -0.001
H 2.862 1.788 0.115
H 1.758 2.394 -1.135
H 3.143 4.637 -2.255
H 2.600 3.316 -3.282
H 4.244 3.611 -3.422
H 4.962 1.443 -2.842
H 3.184 1.172 -2.839
H 4.328 -0.697 -1.925
H 3.406 -0.036 -0.585
H 6.191 0.193 -1.019
B 0.387 0.248 1.238
F -1.025 0.310 1.348
F 0.820 1.505 1.723
F 1.033 -0.750 1.957
F 0.723 0.172 -0.140

=====

Below is a cluster of 2 separate species, C9H9N3O2 in total, with properties calculated with ωB97M-V with the def2-TZVPD basis set.

2S+1	1
ΔE to the lowest compared entry with this formula, charge and spin	1.440	eV
Kohn-Sham gap	10.2	eV
structure (SMILES)	O=c1cc[nH]c(=O)[nH]1.c1ccncc1

Element x y z (Å)
O 2.247 -1.104 -0.278
C 1.332 -1.403 0.468
C 1.259 -2.619 1.394
C 0.238 -2.577 2.278
N -0.774 -1.616 2.280
C -0.906 -0.608 1.316
O -1.810 0.224 1.260
N 0.121 -0.669 0.394
H 2.119 -3.311 1.529
H 0.248 -3.356 3.022
H -1.490 -1.533 2.981
H 0.246 0.190 -0.156
C 0.367 2.439 -0.583
C -0.881 2.831 -1.001
C -1.516 2.120 -2.019
N -0.923 1.104 -2.660
C 0.268 0.719 -2.193
C 0.970 1.339 -1.178
H 0.875 2.961 0.265
H -1.398 3.679 -0.535
H -2.495 2.361 -2.381
H 0.716 -0.133 -2.716
H 1.947 1.007 -0.850

=====

Below is a cluster of 2 separate species, C3H5P in total, with properties calculated with ωB97M-V with the def2-TZVPD basis set.

2S+1	1
ΔE to the lowest compared entry with this formula, charge and spin	2.382	eV
Kohn-Sham gap (spin up / spin down)	6.7 / 6.7	eV

Element x y z (Å)
C -0.469 4.162 0.487
C -0.930 3.087 0.737
C 0.088 -1.439 -0.084
P -1.590 1.630 1.365
H 0.184 4.970 0.431
H 0.549 -2.263 -0.629
H 0.008 -1.535 1.048
H 0.822 -0.614 -0.196
H -0.762 -0.930 -0.512

=====

Below is an isolated molecule of CH4ClNO, with properties calculated with ωB97M-V with the def2-TZVPD basis set.

2S+1	1
ΔE to the lowest compared entry with this formula, charge and spin	2.898	eV
Kohn-Sham gap	10.5	eV
structure (SMILES)	OCNCl

Element x y z (Å)
O 0.113 -1.120 -1.188
C -0.257 0.132 -0.543
N 0.379 0.027 1.012
Cl 0.177 1.524 1.760
H 0.995 -1.184 -1.101
H 0.262 1.069 -0.827
H -1.455 0.222 -0.644
H -0.216 -0.671 1.532

=====

Below is an isolated molecule of C8H8O, with properties calculated with ωB97M-V with the def2-TZVPD basis set.

2S+1	3
⟨S²⟩	2.0165
ΔE to the lowest compared entry with this formula, charge and spin	1.814	eV
Kohn-Sham gap (spin up / spin down)	5.8 / 8.3	eV

Element x y z (Å)
C 0.326 -1.108 0.152
C -2.412 -0.995 0.056
C -0.951 -0.715 0.134
C 1.510 -0.219 0.108
C 1.459 1.066 0.243
C -2.023 0.281 0.034
C 2.814 -0.984 -0.172
C -2.261 1.786 -0.094
O 1.454 2.276 0.235
H 0.683 -2.167 0.268
H -3.297 -1.589 0.261
H 3.741 -0.560 0.192
H 2.811 -0.967 -1.270
H 2.932 -1.991 0.207
H -2.743 1.813 -1.000
H -1.189 2.077 -0.081
H -2.853 1.996 0.725

=====

Below is an isolated molecule of C5H7N, with properties calculated with ωB97M-V with the def2-TZVPD basis set.

2S+1	1
ΔE to the lowest compared entry with this formula, charge and spin	3.813	eV
Kohn-Sham gap	10.1	eV
structure (SMILES)	C1[C@H]2[C@@H]1N1C[C@@H]21

Element x y z (Å)
C 0.991 0.034 -1.033
C -0.496 -0.041 -0.988
C 0.358 -1.047 -0.207
N -0.329 -0.724 1.083
C -0.125 0.676 1.442
C -1.091 0.326 0.378
H 1.606 0.867 -0.706
H 1.348 -0.432 -1.953
H -1.107 -0.034 -1.887
H 0.716 -2.070 -0.283
H 0.824 1.150 1.214
H -0.527 0.899 2.428
H -2.168 0.394 0.512

=====

Below is a structure of composition C24H30F3MoO8S, with properties calculated with ωB97M-V with the def2-TZVPD basis set.

2S+1	3
⟨S²⟩	2.0113
Kohn-Sham gap (spin up / spin down)	5.7 / 5.2	eV
charge	-1

Element x y z (Å)
C -0.064 -0.578 -3.659
C -0.688 -1.685 -2.760
C -0.269 0.805 -2.942
C -1.369 0.574 -1.890
H -0.528 1.560 -3.701
H 0.680 1.089 -2.452
C -1.249 -0.931 -1.560
H 0.106 -2.385 -2.458
H -1.498 -2.201 -3.292
C -0.195 -0.876 -0.452
H -2.202 -1.338 -1.192
H -2.335 0.879 -2.317
C -1.162 1.243 -0.502
C 1.413 -0.742 -3.935
C -0.546 -0.577 -5.117
O -0.933 0.442 -5.649
O 2.201 -1.389 -3.269
O 1.734 -0.067 -5.055
O -0.505 -1.727 -5.833
C 0.100 -3.000 -5.437
H -0.179 -3.318 -4.423
H 1.194 -2.956 -5.552
H -0.310 -3.711 -6.159
C 3.111 -0.139 -5.412
H 3.744 0.263 -4.612
H 3.180 0.469 -6.311
H 3.406 -1.178 -5.613
O -0.519 0.287 0.322
H 0.814 -0.694 -0.862
H -0.120 -1.776 0.185
C -2.526 1.569 0.091
C -0.304 2.521 -0.541
H -0.535 3.077 -1.459
H 0.774 2.306 -0.478
H -0.593 3.143 0.323
H -2.425 1.805 1.159
H -3.190 0.710 -0.060
H -2.948 2.448 -0.425
Mo 0.532 -0.516 3.216
C -1.618 -0.963 4.395
C -2.234 -0.993 3.094
C -1.570 -1.953 2.289
H -3.126 -0.446 2.808
C -0.511 -2.560 3.073
C -0.590 -1.998 4.423
H -0.031 -2.331 5.298
H -2.008 -0.488 5.286
H -1.912 -2.310 1.319
H 0.109 -3.408 2.786
C 2.151 0.979 3.478
C 2.416 -0.189 4.290
C 2.575 -1.317 3.400
H 2.520 -0.211 5.374
C 2.405 -0.839 2.043
C 2.158 0.580 2.093
H 2.077 1.241 1.238
H 2.046 1.996 3.834
H 2.825 -2.331 3.697
H 2.573 -1.421 1.139
F 0.564 4.143 5.276
C -0.246 3.920 4.214
F -0.970 5.037 3.977
F 0.545 3.700 3.119
S -1.352 2.400 4.495
O -0.476 1.514 5.276
O -2.485 2.945 5.221
O -1.635 1.896 3.147

=====

Below is a cluster of 2 separate species, C5H6O2 in total, with properties calculated with ωB97M-V with the def2-TZVPD basis set.

2S+1	1
ΔE to the lowest compared entry with this formula, charge and spin	0.891	eV
Kohn-Sham gap	10.9	eV
structure (SMILES)	C#CCC.O=C=O

Element x y z (Å)
C 1.750 0.888 -0.340
C 0.602 0.899 0.024
C -0.805 0.981 0.427
C -1.735 0.052 -0.362
H 2.765 0.885 -0.672
H -0.898 0.780 1.501
H -1.091 2.027 0.268
H -1.558 -1.000 -0.113
H -2.777 0.290 -0.131
H -1.582 0.178 -1.438
O 0.703 -2.116 0.717
C 1.773 -1.977 0.276
O 2.852 -1.886 -0.157

=====

Below is a structure of composition C21H26N10O8S2Ti, with properties calculated with ωB97M-V with the def2-TZVPD basis set.

2S+1	3
⟨S²⟩	2.0087
ΔE to the lowest compared entry with this formula, charge and spin	0.088	eV
Kohn-Sham gap (spin up / spin down)	7.5 / 8.9	eV

Element x y z (Å)
Ti 1.559 0.159 0.011
N 2.794 4.472 6.056
C 2.534 4.101 4.752
C 2.361 2.750 4.424
C 2.062 2.377 3.132
C 1.926 3.351 2.149
C 2.081 4.693 2.458
C 2.388 5.067 3.752
S 1.575 2.886 0.501
O 2.655 1.931 0.087
O 1.438 4.058 -0.300
N 0.375 1.826 0.480
C -0.923 2.168 0.791
N -1.842 1.227 0.549
C -3.094 1.543 0.857
C -3.449 2.765 1.400
C -2.414 3.660 1.607
N -1.153 3.376 1.311
H 3.169 3.765 6.664
H 3.191 5.385 6.198
H 2.463 1.995 5.194
H 1.929 1.328 2.895
H 1.957 5.434 1.680
H 2.510 6.115 3.999
H -3.840 0.781 0.657
H -4.473 3.006 1.645
H -2.595 4.642 2.029
N -1.437 -1.036 -1.693
N -0.934 -2.337 -1.522
C -0.103 -2.662 -0.495
N 0.104 -3.973 -0.250
N 0.403 -1.678 0.208
N 1.374 -1.919 1.165
O 1.750 -3.021 1.623
O 1.652 -0.725 1.758
H -0.734 -0.482 -2.171
H -1.597 -0.594 -0.787
H -1.580 -3.057 -1.803
H -0.081 -4.630 -0.987
H 0.831 -4.173 0.428
C 4.471 -0.278 3.694
C 4.981 -0.027 2.302
C 5.267 1.257 1.856
C 5.723 1.479 0.562
C 5.895 0.399 -0.285
C 5.607 -0.894 0.138
C 5.150 -1.099 1.422
S 6.540 0.640 -1.908
O 6.685 2.055 -2.104
O 7.646 -0.256 -2.100
N 5.373 0.061 -2.903
C 4.332 0.928 -3.428
C 3.016 0.159 -3.637
C 2.327 -0.056 -2.323
O 1.177 0.424 -2.075
O 2.931 -0.639 -1.376
H 4.731 0.544 4.361
H 4.885 -1.201 4.099
H 3.385 -0.397 3.684
H 5.121 2.101 2.522
H 5.933 2.477 0.202
H 5.725 -1.723 -0.547
H 4.899 -2.100 1.754
H 5.752 -0.643 -3.521
H 4.635 1.384 -4.373
H 4.179 1.743 -2.720
H 3.232 -0.811 -4.090
H 2.351 0.713 -4.296

=====

Please write out number 4 again, unchanged.
Below is a cluster of 2 separate species, C9H9N3O2 in total, with properties calculated with ωB97M-V with the def2-TZVPD basis set.

2S+1	1
ΔE to the lowest compared entry with this formula, charge and spin	1.440	eV
Kohn-Sham gap	10.2	eV
structure (SMILES)	O=c1cc[nH]c(=O)[nH]1.c1ccncc1

Element x y z (Å)
O 2.247 -1.104 -0.278
C 1.332 -1.403 0.468
C 1.259 -2.619 1.394
C 0.238 -2.577 2.278
N -0.774 -1.616 2.280
C -0.906 -0.608 1.316
O -1.810 0.224 1.260
N 0.121 -0.669 0.394
H 2.119 -3.311 1.529
H 0.248 -3.356 3.022
H -1.490 -1.533 2.981
H 0.246 0.190 -0.156
C 0.367 2.439 -0.583
C -0.881 2.831 -1.001
C -1.516 2.120 -2.019
N -0.923 1.104 -2.660
C 0.268 0.719 -2.193
C 0.970 1.339 -1.178
H 0.875 2.961 0.265
H -1.398 3.679 -0.535
H -2.495 2.361 -2.381
H 0.716 -0.133 -2.716
H 1.947 1.007 -0.850